1.
82
Properties=species:S:1:pos:R:3 method="wB97M-V/def2-TZVPD" de_lowest_kcal_mol=34.8 spin_multiplicity=3 homo_lumo_gap_ha="0.3108 / 0.3071" total_charge=+1
H -3.434 2.342 1.106
H -0.734 -1.981 4.879
C 1.132 -2.606 0.181
H -2.018 -0.761 5.077
H -1.095 4.047 3.447
H -2.105 -3.216 2.241
H 1.321 -5.135 3.083
H -0.143 -4.285 -4.847
N -1.636 -1.349 3.098
H 0.774 0.735 2.544
H -1.888 -0.372 -4.752
H -3.360 -1.955 2.035
N -0.736 -0.664 1.174
C -5.142 3.008 -0.038
C 1.284 -4.430 2.265
P -0.466 3.420 1.517
H 0.060 0.399 4.130
O -0.855 2.162 0.826
H -1.631 -2.590 -5.826
H -0.064 -5.623 1.109
H 2.642 -3.050 3.175
H 1.537 4.453 -0.482
H -5.935 1.688 -3.031
C -4.032 2.233 0.214
C -0.282 -3.340 -4.344
C -2.285 -2.149 2.087
C 1.396 3.652 1.384
H -5.441 3.740 0.694
O -1.190 1.407 -2.481
C 0.388 -3.093 -3.153
C -1.113 -2.376 -4.901
H 3.367 -2.989 -1.030
C -5.412 1.871 -2.107
H 6.174 -0.517 -3.090
O -0.776 3.217 3.091
H 2.251 5.459 0.675
O -2.674 0.485 -0.350
C 4.864 -1.865 -2.064
H 0.488 5.264 0.580
H 4.463 1.240 -3.334
H 1.785 4.759 3.203
H 2.475 -1.404 1.322
P 1.944 2.221 0.349
N 0.109 0.244 3.140
C 1.941 -2.344 1.285
H 4.018 1.919 -0.096
C -5.866 2.823 -1.206
O 3.485 2.675 0.144
C -1.275 -1.138 -4.297
O -0.988 4.746 1.070
H -3.917 0.354 -2.465
C -1.604 -1.650 0.813
H -2.437 -2.427 4.662
C 3.600 -2.060 -1.530
C -0.629 -0.893 -3.087
N -3.630 1.279 -0.651
C 0.184 -1.884 -2.518
P 0.940 -1.237 -0.998
C 2.017 -3.255 2.320
O -1.741 -2.071 -0.312
C -4.299 1.121 -1.811
C 2.139 3.871 2.676
C -0.742 -0.542 2.502
H -6.764 3.388 -1.397
C 0.415 -3.795 0.114
H 1.990 3.011 3.325
H -0.235 -3.991 -0.726
Mn -0.254 0.663 -0.456
C 4.217 0.315 -2.833
H 5.610 -2.639 -1.976
H 3.207 3.966 2.484
O 1.863 0.908 1.054
N 1.473 4.827 0.480
C -1.704 -1.639 4.508
H 1.042 -3.834 -2.717
C 2.642 -1.056 -1.641
C -0.724 0.316 -2.266
O 1.215 2.354 -0.956
C 2.946 0.120 -2.320
H 2.180 0.878 -2.430
C 5.179 -0.675 -2.700
C 0.497 -4.701 1.158

2.
80
Properties=species:S:1:pos:R:3 method="wB97M-V/def2-TZVPD" spin_multiplicity=1 homo_lumo_gap_ha=0.2874 total_charge=0 smiles="CC(=O)OCCCCCCc1cc2c(cc1OC#N)N(O)c1ccccc1S2.O=C1OCCO1.O=C1OCCO1.O=C1OCCO1"
H -1.907 6.361 0.312
H 6.146 -3.617 1.226
O 1.480 -1.699 1.202
C 3.631 0.520 -4.078
O -3.058 3.805 6.220
C -0.444 -3.591 0.699
H -4.690 5.420 2.225
O 2.357 -4.245 1.099
C -1.513 -4.541 0.196
C -2.318 -5.773 -3.038
H -0.644 -3.318 -3.982
H 0.076 4.115 -2.527
H 1.857 -1.975 2.062
C -1.575 4.930 -1.317
C -4.057 4.580 1.811
H 0.200 -4.593 -3.080
C -0.774 -2.129 0.980
C 2.253 -1.228 -3.936
C -0.128 4.287 -1.420
O -3.593 3.678 4.057
H 6.311 -4.884 2.461
O -3.157 -6.309 -2.378
H -0.705 3.073 5.906
C -2.215 -1.763 0.748
C -2.960 4.211 2.874
H -4.759 3.686 1.754
O -1.828 -4.528 -2.796
C 1.424 0.873 0.315
O 4.508 -4.846 1.425
H -3.735 -4.772 -0.400
H -2.210 2.566 -0.411
H 3.888 -0.067 -2.004
O 2.589 2.904 -0.753
O 1.601 -2.170 -4.240
C 5.621 -4.173 2.008
C -1.191 2.149 -0.228
C 3.139 0.380 -2.664
H 4.707 0.687 -4.130
C -0.706 -4.351 -3.641
C 1.330 2.257 -0.400
H 2.807 1.315 -2.231
H 5.523 -2.341 3.163
O 3.283 -0.728 -4.664
H -2.315 4.217 -1.800
C -1.276 2.802 4.969
H 3.122 1.319 -4.623
H -0.707 3.087 4.040
O 2.051 -0.515 -2.800
C 0.193 0.141 0.783
H -3.829 3.957 -0.309
H -4.282 -2.269 0.112
N 3.228 4.072 1.400
C -0.964 -5.314 -4.762
C 4.975 -3.272 3.021
H -2.386 5.162 3.126
H -4.127 5.711 -0.073
O 3.693 -3.025 2.451
C 3.418 -4.059 1.608
H -0.045 -5.720 -5.184
C -2.691 3.473 5.105
H -1.289 4.653 0.840
C -2.914 -4.113 -0.017
H -1.440 1.682 5.018
C -1.103 0.861 0.491
C 0.021 2.904 -0.699
H -2.176 3.481 2.495
O -1.728 -6.334 -4.129
N 0.234 -1.155 1.482
H 4.843 -3.758 3.991
H -1.556 5.882 -1.924
S -2.620 0.005 1.085
H 0.597 -4.019 0.839
H -1.559 -4.872 -5.566
H -1.210 -5.597 -0.009
C -3.252 -2.702 0.269
C -3.527 4.837 0.341
C 2.956 3.616 0.367
H 2.452 0.444 0.493
H 0.658 5.017 -1.068
C -2.004 5.245 0.210

3.
78
Properties=species:S:1:pos:R:3 method="wB97M-V/def2-TZVPD" de_lowest_kcal_mol=0.0 spin_multiplicity=1 homo_lumo_gap_ha=0.2636 total_charge=+3
C 11.689 -14.281 7.701
H 9.761 -15.206 0.995
O 8.267 -17.958 9.266
C 7.835 -14.001 2.954
C 7.082 -15.989 1.597
H 7.029 -11.117 3.039
H 14.880 -14.760 6.611
O 8.644 -16.867 7.413
N 9.658 -16.636 5.064
H 6.153 -12.176 4.227
H 11.058 -14.132 9.763
C 8.258 -16.845 8.579
H 6.409 -12.151 0.737
C 7.387 -17.413 4.720
H 7.499 -13.470 0.424
N 8.107 -15.117 2.243
C 5.638 -16.084 5.441
O 7.036 -12.937 6.461
N 11.004 -15.055 6.819
H 9.527 -16.620 1.919
H 6.818 -19.419 4.095
N 7.653 -14.569 8.306
H 5.402 -11.616 2.719
C 6.710 -13.165 9.976
N 6.888 -13.152 2.467
Zr 8.753 -14.708 6.097
C 10.911 -13.570 8.798
H 7.087 -16.367 11.069
C 6.499 -18.438 4.456
C 11.724 -15.783 5.907
C 10.830 -18.770 3.914
H 7.321 -17.047 1.702
C 9.369 -11.570 6.202
H 8.059 -17.813 10.188
C 8.865 -17.585 4.455
H 5.204 -14.456 6.883
H 10.193 -15.129 2.696
N 8.535 -13.772 4.113
H 9.971 -10.940 6.909
H 7.012 -15.707 0.521
O 6.763 -11.191 7.896
H 11.286 -12.541 8.950
H 6.326 -14.123 11.889
C 13.796 -14.845 6.682
C 6.724 -14.211 10.895
C 5.136 -18.318 4.819
C 6.355 -11.929 3.167
C 13.115 -15.713 5.808
C 5.062 -14.740 5.823
H 8.419 -12.781 4.373
H 3.991 -14.811 5.585
C 7.146 -13.427 8.698
O 8.628 -11.105 5.366
C 9.453 -18.632 3.808
H 4.475 -19.195 4.840
O 9.504 -12.841 6.460
H 11.231 -19.685 3.453
H 13.592 -13.670 8.452
H 12.658 -18.086 4.758
H 6.329 -12.209 10.222
C 9.483 -15.524 1.991
C 7.667 -15.595 9.170
H 8.883 -19.405 3.304
C 13.104 -14.241 7.688
C 6.623 -13.191 1.037
H 6.095 -15.818 1.988
N 6.953 -16.242 5.318
C 10.987 -16.765 5.120
C 7.147 -15.459 10.448
H 3.672 -16.894 5.511
H 13.639 -16.256 5.036
H 5.467 -14.003 5.097
H 5.740 -13.768 0.810
H 6.651 -10.672 7.075
H 9.851 -13.416 8.640
C 6.969 -12.485 7.600
C 4.686 -17.099 5.271
C 11.617 -17.894 4.610

4.
78
Properties=species:S:1:pos:R:3 method="wB97M-V/def2-TZVPD" de_lowest_kcal_mol=51.5 spin_multiplicity=5 homo_lumo_gap_ha="0.1985 / 0.2037" total_charge=+1
C 1.389 -0.837 2.730
C -4.873 -1.087 -5.229
C 0.824 0.438 -5.567
H -3.326 -2.849 -8.650
N 1.765 -2.134 0.106
H 2.119 -3.899 1.251
C -1.486 -2.498 -0.488
H -4.447 -0.113 -5.024
C 2.119 0.789 -2.259
C 2.038 -2.213 2.565
O 1.856 -0.102 3.616
H -1.662 -1.847 -5.258
H -6.440 -4.538 -5.954
H 3.254 1.307 2.233
H 3.869 1.680 0.618
Cr 0.510 -0.286 -0.044
C -2.727 1.994 -1.278
O 0.399 -0.558 1.971
C -0.225 -0.389 -5.908
C -0.860 -1.189 -4.949
C -6.232 -2.962 -4.520
H -4.656 2.353 -2.135
C -4.376 -2.991 -8.921
C -1.774 1.040 -0.884
C -2.726 -2.986 -0.881
H 1.340 1.039 -6.304
H 0.832 1.734 2.741
H 2.501 3.058 3.615
H -4.439 -3.658 -9.776
H 2.736 4.677 3.319
H 3.397 4.117 1.024
N 2.199 1.128 -3.564
N 1.782 1.848 0.890
C -6.013 -3.569 -5.729
H -0.732 -3.186 -0.127
H 2.754 -1.942 -0.014
C 3.151 1.982 1.381
C 1.116 3.800 2.296
C 0.807 2.375 1.865
H -4.626 -2.489 -1.741
N 2.497 3.785 2.891
H 2.876 1.744 -3.979
H 0.517 -3.172 1.419
C -4.675 -1.695 -6.454
H 4.498 3.455 2.250
O -5.097 -3.617 -7.879
O -0.603 1.352 -0.383
H -0.971 -1.818 -2.913
C -3.363 -0.760 -1.495
H 1.647 2.353 0.016
H -0.183 2.315 1.425
N -1.154 -1.212 -0.543
H 1.494 -2.695 -0.697
C -4.269 0.252 -2.021
H -6.845 -3.434 -3.763
H 1.119 4.503 1.462
H 2.818 1.157 -1.525
C 1.194 0.456 -4.228
H 1.787 -2.800 3.450
N -5.377 -0.011 -2.694
C 3.490 3.401 1.842
H 3.122 -2.070 2.571
H -0.553 -0.433 -6.938
C 0.533 -0.292 -3.240
H -2.937 -4.042 -0.788
C -5.239 -2.943 -6.714
C -2.112 -0.333 -0.985
C -3.665 -2.122 -1.413
H 0.406 4.136 3.048
C 1.579 -2.952 1.327
H -2.487 3.042 -1.156
N -5.859 -1.161 -3.009
N 1.132 -0.035 -2.001
C -5.654 -1.707 -4.231
H -4.818 -2.028 -9.190
C -0.492 -1.161 -3.620
H -4.092 -1.179 -7.206
C -3.931 1.615 -1.819

What did the second record say?
80
Properties=species:S:1:pos:R:3 method="wB97M-V/def2-TZVPD" spin_multiplicity=1 homo_lumo_gap_ha=0.2874 total_charge=0 smiles="CC(=O)OCCCCCCc1cc2c(cc1OC#N)N(O)c1ccccc1S2.O=C1OCCO1.O=C1OCCO1.O=C1OCCO1"
H -1.907 6.361 0.312
H 6.146 -3.617 1.226
O 1.480 -1.699 1.202
C 3.631 0.520 -4.078
O -3.058 3.805 6.220
C -0.444 -3.591 0.699
H -4.690 5.420 2.225
O 2.357 -4.245 1.099
C -1.513 -4.541 0.196
C -2.318 -5.773 -3.038
H -0.644 -3.318 -3.982
H 0.076 4.115 -2.527
H 1.857 -1.975 2.062
C -1.575 4.930 -1.317
C -4.057 4.580 1.811
H 0.200 -4.593 -3.080
C -0.774 -2.129 0.980
C 2.253 -1.228 -3.936
C -0.128 4.287 -1.420
O -3.593 3.678 4.057
H 6.311 -4.884 2.461
O -3.157 -6.309 -2.378
H -0.705 3.073 5.906
C -2.215 -1.763 0.748
C -2.960 4.211 2.874
H -4.759 3.686 1.754
O -1.828 -4.528 -2.796
C 1.424 0.873 0.315
O 4.508 -4.846 1.425
H -3.735 -4.772 -0.400
H -2.210 2.566 -0.411
H 3.888 -0.067 -2.004
O 2.589 2.904 -0.753
O 1.601 -2.170 -4.240
C 5.621 -4.173 2.008
C -1.191 2.149 -0.228
C 3.139 0.380 -2.664
H 4.707 0.687 -4.130
C -0.706 -4.351 -3.641
C 1.330 2.257 -0.400
H 2.807 1.315 -2.231
H 5.523 -2.341 3.163
O 3.283 -0.728 -4.664
H -2.315 4.217 -1.800
C -1.276 2.802 4.969
H 3.122 1.319 -4.623
H -0.707 3.087 4.040
O 2.051 -0.515 -2.800
C 0.193 0.141 0.783
H -3.829 3.957 -0.309
H -4.282 -2.269 0.112
N 3.228 4.072 1.400
C -0.964 -5.314 -4.762
C 4.975 -3.272 3.021
H -2.386 5.162 3.126
H -4.127 5.711 -0.073
O 3.693 -3.025 2.451
C 3.418 -4.059 1.608
H -0.045 -5.720 -5.184
C -2.691 3.473 5.105
H -1.289 4.653 0.840
C -2.914 -4.113 -0.017
H -1.440 1.682 5.018
C -1.103 0.861 0.491
C 0.021 2.904 -0.699
H -2.176 3.481 2.495
O -1.728 -6.334 -4.129
N 0.234 -1.155 1.482
H 4.843 -3.758 3.991
H -1.556 5.882 -1.924
S -2.620 0.005 1.085
H 0.597 -4.019 0.839
H -1.559 -4.872 -5.566
H -1.210 -5.597 -0.009
C -3.252 -2.702 0.269
C -3.527 4.837 0.341
C 2.956 3.616 0.367
H 2.452 0.444 0.493
H 0.658 5.017 -1.068
C -2.004 5.245 0.210